1.
{
  "formula": "C8H13ClNO2S",
  "method": "ωB97M-V/def2-TZVPD",
  "species": ["S", "H", "C", "C", "H", "H", "H", "H", "C", "N", "H", "H", "H", "H", "Cl", "H", "C", "H", "H", "C", "H", "O", "C", "O", "C", "C"],
  "coordinates": [[0.65395, 1.37532, 1.27625], [-2.41929, -1.27325, -0.66186], [-0.22833, -1.29341, 1.23503], [-1.37128, 0.40943, -0.06235], [3.23953, 0.75554, -1.58315], [1.89866, 2.03834, -1.23336], [-0.41007, 1.48784, -1.50507], [4.00155, 0.52213, 1.17842], [-1.29712, 0.96895, -1.43834], [2.15731, 0.45632, 0.07059], [3.42895, 2.01739, -0.21234], [-1.15482, -0.00222, -2.08577], [-2.21952, 1.38609, -1.63426], [-3.43876, -0.41877, 0.34302], [-1.56960, 1.67749, 1.32849], [-2.03394, -2.51801, 1.64165], [3.07560, -0.10587, 0.97789], [0.43539, -1.19318, 2.12950], [0.05848, -2.15352, 0.68499], [-2.32590, -0.68120, 0.29251], [-2.07050, -0.74631, 2.42095], [2.96326, -1.09625, 1.61057], [-1.74706, -1.37685, 1.48544], [1.16207, -0.32814, -0.49393], [-0.02609, -0.06779, 0.40027], [2.76589, 1.38292, -0.86984]],
  "forces_ev_per_angstrom": [[0.723, 0.156, -0.677], [0.695, -0.148, 0.918], [-0.237, 0.596, 1.821], [-0.065, -0.307, -0.325], [0.688, 0.173, -1.095], [1.601, -0.961, 0.044], [1.444, 1.858, -0.646], [-1.074, -0.007, -0.747], [-0.292, -4.210, 0.153], [-0.906, 0.935, 0.712], [-0.371, -0.592, -1.287], [-0.352, 1.870, 0.952], [-1.547, 1.483, -1.145], [1.582, 0.256, 0.469], [-0.519, 0.578, -0.088], [0.212, 2.656, -0.332], [2.278, -0.187, 1.474], [-0.781, -0.576, -0.603], [0.521, -0.769, -0.648], [-2.914, -0.722, -2.251], [0.675, -1.552, -1.509], [-0.919, -0.948, -0.153], [-0.478, -1.322, 2.554], [-1.024, 0.136, 0.231], [2.699, -0.392, 0.939], [-1.638, 1.997, 1.240]],
  "largest_force_ev_per_a": 4.223,
  "energy_ev": -37438.192,
  "lumo_energy_ev": -4.87,
  "spin_multiplicity": 1,
  "charge": 1,
  "de_lowest_kcal_mol": 32.8,
  "gap_ev": 9.04
}

---

2.
{
  "formula": "C8H13DyN",
  "method": "ωB97M-V/def2-TZVPD",
  "species": ["C", "H", "C", "H", "H", "H", "C", "C", "C", "H", "H", "H", "H", "H", "C", "C", "H", "H", "C", "Dy", "H", "N", "H"],
  "coordinates": [[-1.01793, 1.86413, -0.63360], [-1.95499, 2.18570, -0.19390], [0.96200, -2.19748, -0.48371], [1.06895, -2.12394, -1.57691], [0.52456, 3.15331, 0.36078], [1.86131, -2.34081, 0.07971], [0.27191, 2.42898, -0.40570], [-0.90175, 0.88218, -1.67224], [0.47290, 0.77082, -2.05843], [-0.99061, -3.24257, -0.74676], [0.89749, 0.10315, -2.82535], [-0.24859, 1.65053, 3.04184], [-2.14865, -1.51318, 0.53702], [2.27602, 1.85826, -1.29382], [-0.43908, -2.59277, -0.00693], [1.20922, 1.70721, -1.23199], [-0.34567, -0.14446, 3.17860], [1.24605, 0.64666, 3.31245], [0.26374, 0.68700, 2.81629], [0.31710, 0.20896, 0.45965], [-0.46590, -2.93428, 1.05008], [-1.14989, -1.36076, 0.40377], [-1.70820, 0.30337, -2.11085]],
  "forces_ev_per_angstrom": [[0.091, 0.900, -1.771], [0.195, -0.117, 0.132], [-0.837, 1.303, -0.465], [0.214, -0.277, 0.471], [-0.031, -0.067, -0.138], [0.370, -0.876, 0.257], [0.265, 0.213, -1.448], [0.821, 0.739, -0.515], [-0.388, 1.253, 0.623], [0.303, 0.498, 0.684], [-0.334, 0.410, 0.720], [0.324, -0.462, 0.168], [0.195, 0.020, -0.052], [0.062, 0.074, 0.152], [0.512, 0.526, 1.546], [-1.200, 0.841, -1.289], [-0.076, -0.003, 0.125], [-0.194, 0.179, 0.223], [0.307, 0.717, 0.150], [-0.004, -4.993, 1.922], [0.815, -2.054, -0.937], [-1.581, 1.096, -0.904], [0.170, 0.078, 0.345]],
  "largest_force_ev_per_a": 5.350,
  "energy_ev": -34077.754,
  "lumo_energy_ev": [3.20, 3.20],
  "spin_multiplicity": 6,
  "charge": -1,
  "gap_ev": [5.58, 5.47]
}

---

3.
{
  "formula": "C8H13FN2O",
  "method": "ωB97M-V/def2-TZVPD",
  "species": ["H", "C", "N", "C", "H", "H", "H", "H", "C", "C", "O", "H", "H", "H", "H", "C", "F", "N", "H", "C", "H", "H", "C", "C", "H"],
  "coordinates": [[3.62350, -2.76523, 0.67542], [3.07474, -3.55049, 0.05633], [-0.13888, 2.12988, -0.24493], [-2.39924, 1.09363, -0.19169], [-2.91063, 1.29203, 0.76182], [-3.22068, 0.95626, -0.84930], [-0.18805, 1.65304, 1.91439], [-2.37216, -1.11898, 0.04797], [-1.47538, 2.14165, -0.72424], [0.11901, -1.76142, -0.08782], [1.65276, -3.36814, 0.17617], [-0.89127, 3.36046, 1.20314], [0.77221, 0.81747, -1.57184], [3.23312, -4.61405, 0.16751], [1.41377, 0.68437, 0.03369], [-1.79125, -0.23933, -0.10380], [-0.74176, -2.72251, 0.05506], [1.37823, -1.97660, -0.00210], [1.02178, 3.18830, 1.37586], [-0.04839, 2.57623, 1.20011], [-1.49486, 1.92680, -1.76125], [3.29130, -3.22605, -1.01589], [0.45264, 0.81535, -0.45987], [-0.45118, -0.42529, -0.14598], [-1.90934, 3.13259, -0.50875]],
  "forces_ev_per_angstrom": [[-0.537, -1.644, -0.232], [-0.362, 2.610, -1.863], [1.367, -0.554, 2.049], [-0.882, -0.808, 1.303], [0.387, 0.322, 0.092], [-0.997, 0.256, -0.916], [0.198, 2.075, -0.965], [-0.753, -0.330, 0.107], [-1.062, 0.927, 0.657], [1.798, 0.808, 0.794], [-0.110, 1.059, 0.297], [1.337, -1.196, 1.005], [-0.690, -0.472, 1.438], [0.407, 0.066, 0.475], [-0.087, 0.322, 0.388], [2.476, -0.723, 0.448], [-1.093, -1.319, -0.062], [-0.285, -0.923, -0.235], [-2.868, -1.961, -0.288], [0.827, 0.868, -0.817], [0.419, 0.393, -1.404], [0.217, -0.745, 1.151], [0.755, -0.811, -1.822], [-0.597, 2.033, -1.096], [0.134, -0.254, -0.502]],
  "largest_force_ev_per_a": 3.486,
  "energy_ev": -16248.156,
  "lumo_energy_ev": 0.79,
  "spin_multiplicity": 1,
  "smiles": "CO/N=C(\\F)C1=CCCN(C)C1",
  "de_lowest_kcal_mol": 12.2,
  "gap_ev": 9.45
}

---

4.
{
  "formula": "C8H13FN2O2",
  "method": "ωB97M-V/def2-TZVPD",
  "species": ["H", "H", "H", "N", "H", "C", "H", "H", "H", "C", "C", "F", "H", "C", "H", "C", "O", "N", "C", "H", "O", "H", "H", "C", "H", "C"],
  "coordinates": [[-1.72117, 2.62212, 0.05888], [0.95405, -2.35253, 1.77574], [-2.24218, -0.03860, 1.72698], [-0.70867, -1.34027, 0.95885], [-2.47036, 1.17352, 0.03669], [1.37295, 1.49068, -1.15988], [1.71840, 3.29856, -1.88705], [0.42380, -1.42873, -2.08020], [-1.94101, -0.99801, -0.71127], [1.41293, -1.63739, -0.17991], [0.36403, -1.00044, -1.16541], [-0.69557, 0.84943, -2.12498], [-1.13791, -2.41472, -0.64078], [-0.77270, 1.19779, 1.02353], [-0.69751, -0.14353, 2.81322], [-1.10354, -0.09838, 1.72952], [2.41777, 1.46121, -0.46964], [-1.84117, 1.76501, 0.43903], [0.38688, 0.45853, -1.33853], [0.06527, 1.86509, 1.29624], [1.00985, 2.63341, -1.91302], [1.79176, -2.58895, -0.46705], [2.34861, -1.13121, -0.02232], [-0.93932, -1.39300, -0.42740], [1.25338, -0.65980, 1.58698], [0.75145, -1.58981, 1.14174]],
  "forces_ev_per_angstrom": [[0.281, 3.008, -1.726], [0.428, -2.634, 1.843], [1.284, -0.604, 0.572], [0.966, 1.037, 3.228], [-2.197, -1.617, -1.242], [1.253, 0.460, 0.129], [-0.026, -0.546, 0.394], [0.085, -1.543, -3.025], [0.950, 0.694, -0.008], [0.229, 0.657, -1.086], [0.372, 0.882, 3.351], [0.614, -0.234, 0.403], [0.204, -1.361, -0.424], [0.930, -0.032, -0.317], [-0.701, -0.040, -1.947], [-0.699, -0.625, -0.374], [-2.026, 0.020, -1.311], [1.968, -0.672, 2.564], [-0.609, 1.735, 0.930], [-0.558, -0.544, -0.200], [0.323, -0.729, 0.704], [-0.579, -1.229, -0.628], [0.252, 0.930, -0.703], [-1.207, -0.172, -1.185], [-1.060, -1.075, 0.040], [-0.476, 4.233, 0.018]],
  "largest_force_ev_per_a": 4.259,
  "energy_ev": -18295.711,
  "lumo_energy_ev": [0.35, -0.44],
  "spin_multiplicity": 1,
  "de_lowest_kcal_mol": 43.7,
  "gap_ev": [7.88, 6.39]
}

---

5.
{
  "formula": "C8H13FNO2S",
  "method": "ωB97M-V/def2-TZVPD",
  "species": ["C", "H", "C", "C", "H", "H", "H", "F", "H", "H", "O", "H", "C", "C", "H", "H", "H", "H", "H", "S", "N", "C", "C", "H", "O", "C"],
  "coordinates": [[0.01887, 0.54472, 0.60954], [-1.27643, -0.91846, -2.25897], [-0.89705, -0.17009, -1.60028], [0.19373, -2.64163, -0.17856], [2.19901, 2.64412, 1.02082], [0.10683, -3.62713, 0.39389], [0.21056, -3.04819, -1.22190], [-2.65589, 1.60481, -0.15466], [1.33413, -2.30266, 0.11243], [0.92064, -0.21326, 0.64095], [-2.89120, 0.05599, 1.56070], [-0.29764, 1.11376, -3.10106], [-0.40971, 0.96097, -2.05867], [-0.96500, -1.72565, 0.26052], [0.87039, 2.73345, 2.03227], [-0.50773, 0.57954, 1.66542], [0.83192, 3.81719, 0.62517], [0.24304, 3.04604, -1.72324], [-1.97584, -2.13370, -0.16521], [-2.69653, 0.07662, 0.20487], [-1.00501, -0.27006, -0.19239], [1.12132, 2.78021, 1.01425], [0.39204, 1.86820, 0.13544], [-0.93619, -1.71286, 1.39009], [-3.45298, -0.63200, -0.72143], [0.10630, 2.08345, -1.19932]],
  "forces_ev_per_angstrom": [[-0.004, -2.971, 2.848], [-0.228, -0.700, 0.247], [0.747, 0.821, -1.444], [2.675, -1.072, 0.445], [0.188, 0.001, -0.524], [-0.233, 1.492, -0.324], [-0.188, 1.095, 0.616], [-0.050, -1.012, -0.321], [-3.020, -0.448, -0.794], [-1.498, 1.606, 0.207], [-0.090, -0.551, 3.331], [-0.123, -0.011, -0.875], [1.061, 1.851, 1.110], [-0.729, -2.039, 0.508], [-0.816, -0.190, 1.405], [1.411, -0.050, -1.841], [0.912, -1.165, 0.769], [0.203, -0.608, 0.590], [2.059, 0.276, 1.109], [-0.075, 2.848, -1.669], [0.091, -0.832, 1.144], [-0.204, 2.411, -1.261], [-0.814, -0.106, -3.882], [-0.476, 0.136, -1.289], [-0.771, -0.342, -1.068], [-0.028, -0.441, 0.961]],
  "largest_force_ev_per_a": 4.115,
  "energy_ev": -27634.511,
  "lumo_energy_ev": -3.88,
  "spin_multiplicity": 1,
  "charge": 1,
  "smiles": "CC[N@+]1(S(=O)(=O)F)C=CC=C(C)C1",
  "gap_ev": 9.28
}